A molecular structure, C34H34F6N10O4S5V. Source: OMol25; level of theory: ωB97M-V/def2-TZVPD.

Summary:
**Multiplicity**: 2
**E_HOMO (spin up / spin down)**: -1.144 / -1.363 eV
**Expectation value of S²**: 0.777
**Molar mass**: 972.0 Da
**Relative energy (zero: lowest compared OMol25 entry of this formula, charge and spin)**: 44.72 kJ/mol
**Total charge**: -2

Structure (XYZ):
```
94
Properties=species:S:1:pos:R:3:lowdin_spin:R:1
V -0.82903 -1.13534 -0.24805 1.099
C 3.87840 3.40035 -5.07607 0.000
C 2.84195 3.00255 -4.06177 0.000
C 1.73287 3.79722 -3.77275 0.000
C 0.80782 3.44312 -2.81830 0.000
C 0.86968 2.23487 -2.04867 0.000
N -0.03274 1.89512 -1.11820 0.000
C -1.23822 2.56376 -1.14217 0.001
C -2.03359 2.60121 -2.30690 0.000
C -3.27655 3.18484 -2.36340 0.000
C -3.82706 3.79828 -1.23782 0.000
C -5.21015 4.38971 -1.25736 0.000
C -3.05982 3.80620 -0.08905 0.000
C -1.79646 3.21957 -0.02875 0.000
N -1.09794 3.36610 1.20717 0.000
C -1.18982 4.43316 2.03996 0.000
C -0.35268 4.19229 3.10350 0.000
C 0.20823 2.93433 2.81621 0.000
N -0.24274 2.45056 1.67261 0.000
C 2.05384 1.47955 -2.31733 0.000
C 2.97391 1.85864 -3.28484 0.000
N 2.40943 0.31938 -1.56129 0.001
C 2.86230 -0.83756 -2.09444 0.000
C 3.46680 -1.55698 -1.09631 0.000
C 3.34848 -0.72173 0.02917 0.000
N 2.73042 0.41158 -0.25343 0.000
H 3.43352 3.97620 -5.89169 0.000
H 4.36127 2.52427 -5.51525 0.000
H 4.67191 4.01973 -4.64219 0.000
H 1.59345 4.73492 -4.30682 0.000
H -0.01946 4.11551 -2.63483 0.000
H -1.62990 2.11349 -3.18434 0.000
H -3.84180 3.15419 -3.29016 0.000
H -5.49362 4.69071 -2.26802 0.000
H -5.27736 5.26920 -0.61289 0.000
H -5.95872 3.67249 -0.90812 0.000
H -3.47249 4.24319 0.81303 0.000
H -1.80988 5.27932 1.80341 0.000
H -0.18061 4.82794 3.95537 0.000
H 0.91614 2.35471 3.38683 0.000
H 3.84562 1.22311 -3.40986 0.000
H 2.68543 -1.06026 -3.13072 0.000
H 3.86338 -2.55674 -1.14518 0.000
H 3.68664 -0.91184 1.03601 0.000
C -5.59816 -0.39190 0.06415 0.001
C -4.20222 -0.96652 0.07681 0.011
S -2.89626 0.18150 0.31623 0.006
C -3.94855 -2.28080 -0.03881 -0.002
C -5.01951 -3.32262 -0.20556 -0.002
S -2.31592 -2.93770 0.01218 0.028
H -5.55400 0.69063 0.17750 0.000
H -6.21488 -0.78868 0.87829 0.000
H -6.11789 -0.60517 -0.87570 0.001
H -6.01674 -2.91594 -0.02569 0.000
H -4.85489 -4.15334 0.48564 0.000
H -5.00067 -3.74976 -1.21332 0.000
C -0.63303 -2.15642 5.03036 0.000
N -0.28476 -1.39604 3.85489 0.000
C 0.93338 -0.81122 3.58423 0.000
C 0.86288 -0.36783 2.30045 0.000
N -0.37454 -0.66704 1.79588 0.003
C -1.03264 -1.28770 2.74493 0.003
H 0.18942 -2.09288 5.73979 0.000
H -0.78231 -3.20231 4.76170 0.000
H -1.53623 -1.75961 5.49523 0.000
H 1.73430 -0.80633 4.30223 0.000
H 1.58136 0.17134 1.70618 0.000
H -2.02531 -1.69222 2.63720 0.000
S -1.79948 -0.73167 -2.52159 -0.005
C -0.78504 -1.50237 -3.59515 0.004
N -0.99167 -1.37151 -4.95342 0.003
C -0.34115 -2.13014 -5.87298 0.000
C 0.62437 -2.98264 -5.46778 0.002
C 0.87646 -3.01008 -4.06131 0.001
N 0.21970 -2.30800 -3.19251 0.002
H -1.79496 -0.82428 -5.22263 0.000
H -0.64148 -1.99408 -6.90239 0.000
H 1.17290 -3.59741 -6.16288 0.000
H 1.64503 -3.65874 -3.65460 0.000
F 3.53189 -2.87154 3.00922 0.000
C 3.14774 -3.98279 2.31433 -0.001
F 4.25220 -4.42619 1.69765 0.000
F 2.79132 -4.88651 3.22715 0.000
S 1.74257 -3.42203 1.18572 -0.002
O 0.36562 -2.23983 -0.28233 -0.152
O 0.62763 -3.67982 2.11484 0.000
N 2.02303 -4.65035 0.18428 -0.001
S 1.20870 -5.53757 -0.75060 0.000
O 0.80136 -4.97917 -2.01603 0.000
O 0.28006 -6.44394 -0.12897 0.000
C 2.61014 -6.64092 -1.26970 0.000
F 3.67632 -5.95650 -1.71938 0.000
F 2.21337 -7.44432 -2.28127 0.000
F 3.03537 -7.44312 -0.28336 0.000
```